Record 1
DFT (ωB97M-V/def2-TZVPD) results for a 8-piece molecular cluster, C34H71NO9 overall at a distorted geometry.

Summary:
Total energy   -56327.248 eV
Structure (SMILES)   CCCCCc1ccc2c(c1)C(=O)NC2=O.CC(C)O.CC(C)O.CC(C)O.CC(C)O.CC(C)O.CC(C)O.CC(C)O
HOMO energy   -9.74 eV

Last column: Mulliken charge in e.
Atoms and positions in Å:
C -5.632 1.099 4.105  -0.45
C -6.991 0.421 4.358  -0.38
C -7.265 0.240 5.855  -0.98
C -6.525 -0.933 6.520  0.06
C -6.503 -2.226 5.688  -1.37
C -5.254 -2.425 4.867  0.70
C -5.355 -2.790 3.505  -0.54
C -4.232 -3.010 2.713  -0.92
C -2.991 -2.906 3.328  0.39
C -2.881 -2.545 4.661  0.35
C -3.993 -2.278 5.441  0.21
C -1.431 -2.525 4.985  -0.22
O -0.866 -1.938 5.847  -0.48
N -0.719 -3.298 3.943  -0.39
C -1.628 -3.128 2.794  0.05
O -1.265 -3.126 1.661  -0.51
H -4.953 0.868 4.929  -0.37
H -5.164 0.774 3.178  0.23
H -5.760 2.180 4.091  0.40
H -7.779 1.065 3.965  0.48
H -7.051 -0.520 3.815  0.12
H -8.338 0.126 6.018  0.39
H -6.938 1.157 6.349  0.33
H -7.038 -1.151 7.458  0.42
H -5.518 -0.627 6.806  -0.13
H -6.611 -3.085 6.352  0.40
H -7.366 -2.240 5.024  0.46
H -6.336 -2.892 3.059  0.38
H -4.312 -3.273 1.667  0.47
H -3.877 -1.986 6.477  0.50
H -0.874 -4.273 4.214  0.34
C -1.280 0.992 7.038  -1.08
C -2.690 1.245 6.539  0.80
C -3.009 2.732 6.508  -1.44
O -3.648 0.547 7.347  -0.45
H -1.168 1.373 8.058  0.39
H -1.051 -0.070 7.053  0.43
H -0.545 1.494 6.407  0.00
H -2.807 0.827 5.536  0.13
H -2.935 3.151 7.516  0.38
H -4.021 2.909 6.146  0.29
H -2.311 3.268 5.865  0.35
H -3.570 0.891 8.244  0.31
C -3.293 -0.684 -0.978  -1.38
C -2.043 0.139 -0.703  0.46
C -0.815 -0.468 -1.360  -1.00
O -1.840 0.281 0.703  -0.43
H -3.171 -1.691 -0.570  0.23
H -4.163 -0.230 -0.501  0.31
H -3.486 -0.768 -2.048  0.41
H -2.189 1.156 -1.072  0.33
H -0.633 -1.472 -0.964  0.30
H 0.067 0.137 -1.157  0.10
H -0.936 -0.539 -2.442  0.39
H -1.707 -0.606 1.057  0.22
C 1.837 2.238 4.729  -1.07
C 3.124 2.956 5.101  0.34
C 4.346 2.242 4.543  -1.25
O 3.229 3.098 6.517  -0.55
H 1.829 1.227 5.148  0.31
H 0.976 2.771 5.132  0.15
H 1.721 2.159 3.647  0.40
H 3.095 3.976 4.716  0.30
H 4.414 1.231 4.954  0.33
H 5.257 2.775 4.815  0.33
H 4.299 2.165 3.456  0.33
H 3.257 2.213 6.898  0.34
C 1.545 3.107 -1.227  -1.28
C 2.359 2.207 -2.143  0.53
C 3.401 2.987 -2.926  -1.30
O 1.502 1.498 -3.040  -0.41
H 1.010 3.859 -1.815  0.36
H 0.805 2.527 -0.675  0.27
H 2.185 3.626 -0.512  0.38
H 2.851 1.434 -1.549  0.29
H 2.920 3.730 -3.567  0.31
H 3.968 2.314 -3.572  0.17
H 4.096 3.507 -2.265  0.40
H 1.043 2.150 -3.581  0.31
C 1.761 -2.107 -5.736  -0.98
C 2.110 -1.016 -6.733  0.36
C 3.554 -0.567 -6.579  -1.08
O 1.223 0.096 -6.600  -0.57
H 1.867 -1.734 -4.712  0.29
H 0.726 -2.427 -5.864  0.31
H 2.413 -2.968 -5.866  0.21
H 1.954 -1.387 -7.747  0.29
H 3.712 -0.153 -5.578  0.21
H 3.793 0.212 -7.305  0.29
H 4.240 -1.403 -6.721  0.35
H 1.340 0.440 -5.706  0.33
C 2.349 -6.194 -7.848  -1.28
C 3.473 -5.280 -8.311  0.42
C 4.691 -6.067 -8.766  -1.31
O 3.826 -4.360 -7.277  -0.48
H 2.678 -6.794 -6.995  0.34
H 1.486 -5.609 -7.533  0.31
H 2.039 -6.874 -8.643  0.39
H 3.117 -4.656 -9.133  0.24
H 5.086 -6.664 -7.939  0.36
H 5.481 -5.393 -9.098  0.32
H 4.443 -6.743 -9.585  0.38
H 4.150 -4.870 -6.527  0.31
C 4.395 4.009 -6.464  -0.94
C 5.663 4.795 -6.172  0.37
C 6.873 4.182 -6.860  -1.27
O 5.882 4.883 -4.764  -0.55
H 4.489 2.988 -6.085  0.08
H 3.539 4.468 -5.970  0.25
H 4.193 3.957 -7.534  0.43
H 5.540 5.826 -6.508  0.29
H 7.035 3.162 -6.500  0.31
H 7.771 4.759 -6.641  0.33
H 6.738 4.143 -7.942  0.37
H 5.995 3.985 -4.433  0.35

Atoms 1-6, force components in eV/Å:
-0.18 -0.26 0.33
0.15 0.52 0.14
0.30 -0.26 -0.27
-0.20 -0.01 0.14
0.06 0.14 0.09
-0.06 -0.10 -0.57

***

Record 2
DFT (ωB97M-V/def2-TZVPD) results for a 4-piece molecular cluster, C34H72BClNO10P overall at a distorted geometry.

Summary:
Total energy   -80862.868 eV
Structure (SMILES)   OP(Cl)BCCCCCCCCCCCCn1cccc1.COCCOCCOC.COCCOCCOC.COCCOCCOC
HOMO energy   -7.87 eV

Last column: Mulliken charge in e.
Atoms and positions in Å:
O 3.523 -0.361 0.114  -0.48
P 5.114 -0.790 -0.539  0.10
Cl 4.925 -2.477 -1.857  -0.30
B 5.795 0.756 -1.517  0.30
C 6.528 0.606 -2.987  -0.47
C 5.928 1.665 -4.130  -0.12
C 5.276 0.842 -5.389  -0.69
C 3.643 0.700 -5.360  -0.62
C 2.998 0.392 -3.883  0.41
C 1.353 0.370 -3.842  0.50
C 0.669 -0.952 -4.531  -0.64
C 0.288 -2.123 -3.453  -0.72
C -1.000 -1.808 -2.491  0.06
C -2.241 -1.019 -3.205  -0.91
C -2.091 0.602 -3.324  -0.33
C -1.649 1.382 -1.956  -0.19
N -0.941 2.674 -2.417  0.30
C -1.747 3.567 -3.336  -0.20
C -0.752 4.828 -3.693  -0.54
C 0.659 4.538 -2.890  -0.36
C 0.481 3.140 -2.051  -0.27
H 2.955 -0.150 -0.703  0.36
H 5.624 1.802 -0.965  -0.05
H 7.682 0.829 -2.831  0.23
H 6.391 -0.500 -3.391  0.20
H 5.197 2.431 -3.616  0.02
H 6.866 2.265 -4.522  0.32
H 5.574 1.435 -6.377  0.28
H 5.728 -0.244 -5.493  0.33
H 3.378 -0.227 -6.062  0.21
H 3.120 1.639 -5.852  0.30
H 3.325 1.304 -3.185  -0.03
H 3.451 -0.568 -3.365  -0.28
H 1.050 0.340 -2.691  -0.66
H 0.909 1.343 -4.323  0.24
H 1.485 -1.418 -5.260  0.37
H -0.235 -0.629 -5.237  0.29
H 0.171 -3.147 -4.047  0.33
H 1.233 -2.229 -2.731  0.16
H -0.589 -1.320 -1.508  -0.21
H -1.431 -2.871 -2.161  0.37
H -2.310 -1.438 -4.320  0.30
H -3.288 -1.261 -2.717  0.34
H -1.386 0.909 -4.207  0.34
H -3.171 1.020 -3.613  0.29
H -0.870 0.827 -1.284  -0.20
H -2.535 1.743 -1.275  0.29
H -2.863 3.388 -3.706  0.24
H -1.009 5.731 -4.407  0.29
H 1.654 5.170 -2.873  0.25
H 1.200 2.548 -1.340  0.30
C -4.782 0.014 5.281  -0.79
O -4.089 -0.979 4.543  -0.26
C -4.977 -1.910 3.920  -0.28
C -4.288 -2.592 2.737  -0.32
O -4.261 -1.776 1.558  -0.52
C -3.325 -0.689 1.576  -0.37
C -1.872 -1.151 1.427  -0.34
O -1.366 -1.609 2.681  -0.31
C -0.240 -2.456 2.533  -0.72
H -5.375 -0.445 6.077  0.31
H -4.049 0.687 5.727  0.24
H -5.428 0.599 4.617  0.33
H -5.884 -1.399 3.572  0.34
H -5.249 -2.659 4.671  0.19
H -4.880 -3.473 2.465  0.30
H -3.290 -2.950 2.993  0.21
H -3.468 -0.060 2.456  0.18
H -3.576 -0.077 0.703  0.25
H -1.250 -0.308 1.108  0.43
H -1.816 -1.949 0.678  0.30
H -0.513 -3.351 1.966  0.32
H 0.090 -2.768 3.528  0.24
H 0.577 -1.926 2.037  0.27
C 4.764 5.328 -0.861  -0.65
O 6.007 5.759 -0.332  -0.33
C 6.840 4.665 0.057  -0.22
C 8.307 5.097 0.090  -0.50
O 8.908 5.137 -1.211  -0.48
C 8.522 6.242 -2.041  -0.30
C 9.137 7.570 -1.591  -0.61
O 8.389 8.121 -0.507  -0.25
C 9.136 9.064 0.242  -0.78
H 4.209 4.754 -0.113  0.38
H 4.182 6.210 -1.135  0.30
H 4.922 4.725 -1.760  0.17
H 6.721 3.826 -0.641  -0.03
H 6.525 4.350 1.058  0.50
H 8.869 4.337 0.646  0.43
H 8.445 6.041 0.619  0.17
H 7.436 6.302 -2.135  0.14
H 8.915 6.007 -3.036  0.39
H 9.101 8.289 -2.416  0.43
H 10.179 7.409 -1.292  0.35
H 10.013 8.584 0.686  0.33
H 8.504 9.440 1.052  0.23
H 9.441 9.902 -0.390  0.32
C -10.816 -6.468 6.636  -0.77
O -9.914 -6.636 5.555  -0.27
C -10.016 -5.582 4.595  -0.60
C -8.727 -5.478 3.779  -0.42
O -7.678 -4.790 4.474  -0.37
C -7.043 -5.529 5.528  -0.51
C -6.125 -6.639 5.009  -0.51
O -6.891 -7.793 4.660  -0.26
C -6.201 -8.651 3.768  -0.77
H -11.849 -6.462 6.277  0.32
H -10.685 -7.303 7.327  0.23
H -10.596 -5.539 7.173  0.33
H -10.210 -4.625 5.097  0.35
H -10.855 -5.819 3.932  0.42
H -8.936 -4.866 2.894  0.39
H -8.390 -6.450 3.417  0.20
H -7.776 -5.902 6.245  0.21
H -6.423 -4.798 6.059  0.45
H -5.424 -6.934 5.797  0.43
H -5.565 -6.277 4.140  0.29
H -5.988 -8.128 2.831  0.32
H -6.845 -9.507 3.546  0.24
H -5.274 -9.012 4.221  0.32

Atoms 1-6, force components in eV/Å:
1.09 -0.43 -3.46
-1.09 0.24 1.18
-0.27 1.26 0.55
-0.39 -0.78 -2.26
0.28 -0.31 0.15
0.97 -0.30 0.13

***

Record 3
DFT (ωB97M-V/def2-TZVPD) results for a 9-piece molecular cluster, C34H72O16S7 overall at a distorted geometry.

Summary:
Energy above the lowest of the compared OMol25 structures with the same formula, charge and spin   0.00 kJ/mol
Total energy   -145029.772 eV
Structure (SMILES)   O=S1(=O)CCCC1.O=S1(=O)CCCC1.O=S1(=O)CCCC1.O=S1(=O)CCCC1.O=S1(=O)CCCC1.O=S1(=O)CCCC1.O=S1(=O)CCCC1.CC(C)O.CC(C)O
HOMO energy   -9.72 eV

Last column: Mulliken charge in e.
Atoms and positions in Å:
O 22.966 6.305 -11.532  -0.49
S 22.380 5.574 -10.435  1.23
O 21.707 4.332 -10.716  -0.72
C 23.670 5.284 -9.204  -0.88
C 23.561 6.462 -8.258  -0.69
C 22.075 6.722 -7.997  -0.50
C 21.433 6.694 -9.381  -0.84
H 24.631 5.097 -9.676  0.43
H 23.322 4.326 -8.804  0.38
H 24.146 6.197 -7.377  0.37
H 24.019 7.334 -8.731  0.30
H 21.950 7.679 -7.502  0.33
H 21.690 5.900 -7.394  0.29
H 21.648 7.643 -9.882  0.36
H 20.360 6.544 -9.476  0.44
O 20.929 2.988 -19.651  -0.76
S 20.201 3.027 -18.404  1.25
O 19.517 4.246 -18.070  -0.60
C 18.986 1.683 -18.374  -0.89
C 19.180 1.008 -17.036  -0.75
C 20.683 0.979 -16.717  -0.26
C 21.199 2.366 -17.033  1.59
H 19.192 1.011 -19.208  0.31
H 18.018 2.155 -18.522  0.50
H 18.723 1.701 -16.312  0.25
H 18.666 0.066 -16.860  0.46
H 21.169 0.248 -17.370  0.08
H 20.890 0.708 -15.685  0.26
H 22.205 2.432 -17.441  -1.01
H 21.092 3.049 -16.195  -0.59
O 25.041 6.224 -17.321  -0.65
S 24.198 5.261 -17.977  0.99
O 22.983 4.800 -17.342  -0.08
C 23.756 5.670 -19.680  -0.91
C 24.197 4.465 -20.530  -1.10
C 24.282 3.261 -19.594  0.11
C 25.070 3.738 -18.396  -0.09
H 24.340 6.535 -20.000  0.46
H 22.716 5.985 -19.714  0.50
H 23.512 4.256 -21.350  0.38
H 25.158 4.750 -20.956  0.34
H 24.799 2.480 -20.162  0.10
H 23.313 2.830 -19.341  -0.04
H 26.078 4.025 -18.705  0.33
H 25.124 3.082 -17.531  -0.09
O 28.668 3.182 -14.226  -0.62
S 28.843 4.586 -14.511  1.25
O 28.527 5.563 -13.500  -0.69
C 30.499 4.940 -15.201  -0.74
C 30.256 4.921 -16.702  -0.73
C 28.939 5.703 -16.892  -0.71
C 27.941 4.945 -16.042  1.14
H 31.184 4.245 -14.725  0.44
H 30.708 5.972 -14.924  0.33
H 31.094 5.392 -17.216  0.43
H 30.092 3.927 -17.124  0.29
H 28.687 5.660 -17.954  0.31
H 29.082 6.752 -16.633  0.30
H 27.664 3.992 -16.490  -0.13
H 27.062 5.524 -15.768  -0.76
O 27.377 -1.554 -17.093  -0.71
S 26.665 -0.429 -17.634  1.04
O 27.188 0.920 -17.590  -0.50
C 26.092 -0.771 -19.303  -0.67
C 24.667 -1.305 -19.167  -0.81
C 24.018 -0.514 -18.024  0.36
C 25.030 -0.380 -16.894  0.21
H 26.805 -1.391 -19.840  0.48
H 26.104 0.218 -19.766  0.18
H 24.178 -1.153 -20.128  0.36
H 24.656 -2.369 -18.928  0.35
H 23.122 -0.984 -17.614  0.36
H 23.639 0.445 -18.394  -0.48
H 24.997 -1.250 -16.233  0.42
H 24.937 0.460 -16.205  -0.51
O 18.207 7.205 -16.542  -0.71
S 17.836 6.168 -15.622  1.25
O 17.063 5.015 -16.019  -0.68
C 19.230 5.648 -14.620  0.80
C 18.581 5.253 -13.317  -0.76
C 17.648 6.442 -12.986  -0.72
C 16.879 6.856 -14.244  -0.71
H 19.840 6.537 -14.453  -0.15
H 19.803 4.898 -15.158  -0.51
H 17.932 4.384 -13.466  0.37
H 19.197 5.022 -12.460  0.37
H 18.276 7.282 -12.678  0.28
H 16.982 6.190 -12.161  0.40
H 16.954 7.937 -14.333  0.31
H 15.859 6.495 -14.294  0.40
O 26.563 8.695 -15.607  -0.60
S 25.400 9.181 -14.903  1.12
O 25.476 10.045 -13.754  -0.70
C 24.336 9.918 -16.141  -0.67
C 22.930 9.522 -15.738  -0.95
C 22.966 8.080 -15.218  0.50
C 24.304 7.777 -14.528  0.64
H 24.595 9.344 -17.038  0.21
H 24.582 10.956 -16.337  0.53
H 22.671 10.171 -14.888  0.35
H 22.180 9.739 -16.494  0.43
H 22.882 7.450 -16.110  -0.30
H 22.094 7.873 -14.604  -0.07
H 24.787 6.903 -14.954  -0.85
H 24.263 7.696 -13.445  0.36
C 23.304 4.060 -13.808  -0.99
C 24.047 3.002 -14.602  3.52
C 25.519 2.971 -14.205  -1.29
O 23.474 1.712 -14.431  -0.44
H 23.186 3.792 -12.760  0.16
H 22.259 3.977 -14.156  -0.01
H 23.561 5.086 -14.053  -0.19
H 24.098 3.276 -15.655  -1.82
H 25.979 3.964 -14.293  -0.06
H 26.069 2.303 -14.869  0.42
H 25.767 2.802 -13.151  0.30
H 23.714 1.379 -13.551  0.14
C 24.037 0.116 -9.806  -1.58
C 24.292 0.496 -11.253  1.16
C 25.444 -0.234 -11.893  -1.10
O 23.101 0.307 -12.029  -0.54
H 24.893 0.362 -9.169  0.38
H 23.846 -0.949 -9.647  0.36
H 23.188 0.637 -9.351  0.39
H 24.572 1.562 -11.210  -0.14
H 26.355 -0.038 -11.324  0.36
H 25.608 0.155 -12.899  0.09
H 25.333 -1.318 -11.917  0.38
H 22.364 0.768 -11.615  0.29

Atoms 1-6, force components in eV/Å:
-0.46 0.33 -0.05
1.36 -0.18 0.26
-0.53 -0.06 0.06
-0.94 -0.67 -0.53
0.68 -0.36 0.04
0.38 -0.82 -0.33